No. 1
CF2N2 | the ωB97M-V functional and the def2-TZVPD basis

```
5
Properties=species:S:1:pos:R:3:nbo_charge:R:1
C -1.22 0.02 0.46 0.55
N -0.02 -0.22 0.00 -0.29
N 1.33 -0.51 -0.22 0.23
F -2.25 0.15 -0.30 -0.27
F 2.16 0.56 0.06 -0.22
```

Relative energy (zero: lowest compared OMol25 entry of this formula, charge and spin) = 498.30 kJ/mol
LUMO level (spin up / spin down) = -1.64 / -1.33 eV
HOMO-LUMO gap (spin up / spin down) = 8.516 / 8.852 eV

No. 2
C2HCrO2 | the ωB97M-V functional and the def2-TZVPD basis

```
6
Properties=species:S:1:pos:R:3:lowdin_spin:R:1
O 2.42 0.20 -0.65 0.07
C 1.51 0.48 0.08 0.08
C -1.68 0.78 -0.63 -0.17
O -1.97 1.27 0.49 -0.06
H -2.25 1.20 -1.49 -0.04
Cr -0.39 0.01 0.77 4.12
```

Total charge = +1
Relative energy (zero: lowest compared OMol25 entry of this formula, charge and spin) = 0.00 kJ/mol
LUMO level (spin up / spin down) = -6.30 / -5.90 eV
2S+1 = 5
HOMO-LUMO gap (spin up / spin down) = 8.617 / 9.259 eV

The highest relative energy (zero: lowest compared OMol25 entry of this formula, charge and spin) belongs to which entry?
CF2N2